Record 1
14
Properties=species:S:1:pos:R:3:nbo_charge:R:1 method="wB97M-V/def2-TZVPD" orbital_gap_ev="7.56 / 6.76" homo_ha="-0.269 / -0.352" e_above_lowest_kcal_mol=9.4 multiplicity=3
C 1.84 0.11 0.29 0.961
O 1.26 -1.01 0.58 -0.764
C -0.64 -0.05 -0.42 -0.083
C -0.16 1.33 -0.06 -0.135
O 1.18 1.27 0.45 -0.533
C -1.79 -0.65 0.31 -0.675
O 2.79 0.12 -0.54 -0.748
Hg 3.23 -2.15 -0.41 0.782
H -0.50 -0.33 -1.47 0.173
H -0.10 1.99 -0.94 0.189
H -0.81 1.80 0.69 0.185
H -1.85 -1.73 0.14 0.220
H -2.75 -0.21 -0.02 0.213
H -1.70 -0.47 1.39 0.216



Record 2
13
Properties=species:S:1:pos:R:3:nbo_charge:R:1 method="wB97M-V/def2-TZVPD" smiles=OCC1CC1 orbital_gap_ev=11.25 homo_ha=-0.374 e_above_lowest_kcal_mol=33.1
C -0.22 1.28 0.17 -0.070
C -0.14 -0.21 0.40 -0.260
C 1.15 -0.91 0.03 -0.420
C -0.05 -1.20 -0.76 -0.417
H -2.09 1.52 0.64 0.461
H 0.26 1.73 1.09 0.164
H 0.46 1.59 -0.66 0.187
H -0.62 -0.70 1.28 0.212
H 1.96 -0.44 -0.46 0.213
H 1.59 -1.61 0.78 0.214
H -0.61 -2.14 -0.73 0.218
H -0.13 -0.68 -1.69 0.212
O -1.56 1.77 -0.09 -0.714



Record 3
12
Properties=species:S:1:pos:R:3:nbo_charge:R:1 method="wB97M-V/def2-TZVPD" orbital_gap_ev=9.35 homo_ha=-0.350 e_above_lowest_kcal_mol=135.2
C -0.44 -0.24 0.45 0.405
C 0.69 -0.47 -0.52 0.534
H -1.42 -1.76 1.76 0.420
H -0.09 -2.19 0.63 0.440
H -1.35 1.28 1.44 0.376
H 1.45 0.68 -2.11 0.435
H 0.13 2.04 -0.06 0.496
N -0.95 -1.45 0.91 -0.811
N -0.69 1.05 0.65 -0.741
N 1.21 0.65 -0.95 -0.355
O 0.97 -1.63 -1.05 -0.618
O 0.51 2.03 -1.16 -0.581